C4H13N3O | ωB97M-V with the def2-TZVPD basis set

The value obtained for the HOMO-LUMO gap is 9.64 eV. Its relative energy (zero: lowest compared OMol25 entry of this formula, charge and spin) is 224.2 kJ/mol. The SMILES is [H]/N=C(\N)NCCC.O. For the HOMO energy, the calculation gives -8.84 eV. As for the spin multiplicity: 1.

Geometry as XYZ:
```
21
Properties=species:S:1:pos:R:3:forces:R:3
C -0.774 2.422 1.494 -1.894 -0.131 1.186
C -0.008 1.892 0.347 -0.005 -1.381 -1.704
C -0.652 0.552 -0.285 1.967 -0.131 0.222
N 0.281 -0.488 -1.035 -0.351 2.991 -0.255
C 1.538 -0.951 -0.510 1.455 -0.428 -0.689
N 1.532 -1.782 0.626 2.063 0.727 -1.818
N 2.591 -0.709 -1.259 0.461 -0.993 0.959
H -1.467 1.619 1.754 -0.548 0.289 0.233
H -0.261 2.573 2.426 0.968 -0.029 0.176
H -1.339 3.346 1.399 -0.187 -0.041 -0.639
H 0.231 2.608 -0.413 -0.395 0.520 -0.684
H 0.947 1.685 0.708 1.796 -0.996 0.554
H -1.440 0.877 -1.009 0.495 -0.799 0.680
H -0.997 -0.038 0.558 -0.752 0.195 -0.009
H 0.530 0.058 -1.896 0.099 -1.203 0.913
H 0.757 -1.888 1.242 -0.171 -0.241 0.137
H 2.471 -2.238 0.744 -1.960 0.649 0.441
H 3.579 -1.183 -1.087 -3.148 0.988 0.275
H -3.202 -3.158 -1.348 0.537 0.047 0.109
H -2.064 -2.136 -1.306 0.273 0.375 -0.090
O -2.254 -3.060 -1.151 -0.700 -0.409 0.002
```
Positions in Å, forces in eV/Å.

---

C3H14O4S | ωB97M-V with the def2-TZVPD basis set

The value obtained for the HOMO-LUMO gap is 9.60 eV. Its relative energy (zero: lowest compared OMol25 entry of this formula, charge and spin) is 197.0 kJ/mol. The SMILES is OCCCS.O.O.O. For the HOMO energy, the calculation gives -9.25 eV. As for the spin multiplicity: 1.

Geometry as XYZ:
```
22
Properties=species:S:1:pos:R:3:forces:R:3
C -0.023 0.930 -0.685 -0.171 0.397 1.135
O 0.620 1.933 0.087 -0.477 1.621 2.085
C -1.492 0.761 -0.191 0.337 0.123 1.729
C -2.144 -0.460 -0.877 -0.128 1.317 -0.395
S -1.496 -0.486 -2.707 -0.324 -2.750 1.698
H 0.061 1.402 -1.649 -0.208 -0.906 -0.778
H 0.624 -0.012 -0.554 -1.297 1.150 -0.517
H 0.016 2.399 0.725 0.774 -0.956 -1.054
H -1.369 0.545 0.950 -0.393 0.204 -1.858
H -2.167 1.720 -0.216 1.537 -1.559 -0.518
H -3.217 -0.263 -0.974 0.200 -0.372 0.032
H -2.003 -1.326 -0.204 0.309 -0.039 -1.192
H -1.873 0.722 -2.858 -0.583 1.886 -0.382
H 2.290 -2.411 -0.407 -0.340 -0.313 3.528
H 1.442 -3.299 0.613 1.751 1.804 0.154
O 2.147 -2.552 0.633 -1.525 -1.430 -3.632
H 3.245 1.945 -0.073 1.740 1.090 -2.182
H 2.177 1.677 0.657 0.195 -0.872 1.151
O 3.145 1.466 0.713 -1.495 -0.369 1.102
H -0.217 -1.962 3.025 -0.140 1.368 -1.917
H 0.563 -1.344 1.795 -0.394 -0.157 0.306
O -0.329 -1.384 2.198 0.631 -1.237 1.503
```
Positions in Å, forces in eV/Å.

---

C19H38BeBrCaFKN3O11S | ωB97M-V with the def2-TZVPD basis set

The value obtained for the HOMO-LUMO gap is 1.84 eV. The total charge is +2. For the HOMO energy, the calculation gives -10.87 eV. As for the spin multiplicity: 1.

Geometry as XYZ:
```
77
Properties=species:S:1:pos:R:3:forces:R:3
O -6.486 1.801 -0.634 3.265 1.359 1.954
C -5.238 1.909 0.031 1.379 -0.155 -1.140
C -4.975 1.419 1.469 0.755 0.929 -1.777
N -3.675 1.523 2.114 -1.402 1.531 -4.602
C -2.575 2.100 1.381 -0.343 0.194 -2.158
C -2.693 2.629 -0.084 -5.128 -2.527 2.042
Br -1.170 3.378 -1.115 -1.634 -0.595 0.928
C -4.083 2.559 -0.823 1.371 -1.178 4.293
H -6.289 1.087 -1.317 -0.140 -0.543 1.173
H -5.843 0.946 2.036 1.494 0.703 -0.827
H -3.569 1.172 3.083 0.036 0.500 -1.042
H -1.564 2.163 1.900 -1.681 -0.336 -0.686
H -4.242 2.930 -1.892 0.209 -0.598 1.835
F -5.649 -0.376 -0.618 0.770 -0.026 -0.127
O -2.835 6.006 -2.923 0.813 -0.028 -0.717
H -2.656 5.278 -2.341 -0.059 -0.580 0.656
C 0.887 -1.374 -3.522 0.131 0.013 0.312
C -0.338 -0.667 -4.055 1.029 -1.112 0.389
C -0.068 0.755 -4.444 -0.711 0.085 -1.186
O -1.339 1.363 -4.283 0.490 0.339 0.149
C -1.988 0.643 -3.312 -1.886 -0.201 1.196
O -2.990 0.991 -2.773 1.126 -0.237 -0.740
O -1.325 -0.515 -3.039 -0.084 0.804 -0.300
H 0.629 -2.326 -3.061 -0.119 -0.050 -0.230
H 1.611 -1.557 -4.319 -0.077 -0.015 0.069
H 1.372 -0.778 -2.742 0.030 0.035 -0.090
H -0.786 -1.238 -4.875 0.048 0.271 -0.099
H 0.283 0.853 -5.473 -0.099 0.100 0.072
H 0.641 1.256 -3.772 0.512 -0.565 0.238
Ca 0.794 3.327 -2.920 0.782 0.701 0.881
C -0.122 -3.550 1.214 -0.683 2.480 2.118
C -0.082 -2.168 1.900 -1.674 -0.594 -1.450
C -1.493 -1.802 2.417 -0.202 0.094 0.572
C -1.976 -2.609 3.621 -0.325 -0.044 0.048
C -0.842 -3.119 4.511 -0.031 -0.272 -0.367
C 0.477 -2.321 4.402 -0.734 -1.667 1.979
N 0.896 -2.315 2.992 3.440 4.999 -0.283
O 2.034 -1.675 2.787 -3.115 -2.589 0.337
C 1.524 -3.098 5.232 0.464 0.057 -0.194
C 0.299 -0.929 5.037 0.245 0.649 -0.494
C 0.256 -1.124 0.812 0.722 -0.096 0.182
H 0.855 -3.817 0.807 -1.692 6.518 5.462
H -0.837 -3.562 0.381 -0.053 0.327 0.160
H -0.414 -4.346 1.907 0.014 0.012 0.086
H -1.513 -0.741 2.686 0.297 -0.064 -0.160
H -2.228 -1.904 1.609 0.365 -0.003 -0.104
H -2.658 -1.987 4.209 0.046 -0.078 -0.138
H -2.571 -3.462 3.282 0.017 0.100 0.088
H -1.187 -3.148 5.548 0.330 0.099 -0.105
H -0.648 -4.165 4.244 0.190 0.072 0.102
H 1.723 -4.080 4.793 -0.065 0.100 0.017
H 1.168 -3.261 6.253 -0.140 0.127 -0.232
H 2.473 -2.561 5.303 -0.159 -0.002 -0.125
H -0.005 -1.026 6.084 0.039 -0.303 -0.219
H -0.461 -0.324 4.537 0.024 -0.106 -0.017
H 1.231 -0.358 5.029 -0.020 -0.162 -0.114
H -0.504 -1.133 0.023 -0.157 -0.190 0.330
H 1.214 -1.328 0.326 0.062 0.120 0.207
H 0.286 -0.112 1.224 0.149 -0.167 0.046
O 5.875 1.934 -1.662 0.046 -0.098 0.018
S 5.054 3.063 -1.182 0.617 0.719 -0.120
O 5.028 4.127 -2.206 -0.372 0.025 -0.427
O 5.630 3.590 0.065 -0.064 -0.269 -0.254
O 3.676 2.593 -0.933 -2.098 -0.472 -0.372
C 4.748 -0.998 -0.352 0.418 0.368 -0.553
O 5.440 -0.753 -1.563 -0.434 -0.660 0.027
H 4.561 -2.072 -0.263 0.085 -0.030 -0.024
H 5.355 -0.666 0.493 -0.242 -0.057 0.201
H 3.792 -0.463 -0.361 -0.145 0.061 0.302
H 5.593 0.207 -1.617 0.148 0.282 0.037
K 0.922 -4.945 -0.105 2.747 -9.413 -7.757
N 2.906 3.771 -6.521 -0.048 0.020 0.016
H 2.640 2.797 -6.689 0.144 0.103 -0.107
H 2.085 4.375 -6.642 0.113 0.050 -0.113
H 3.267 3.869 -5.565 0.317 0.079 -0.083
H 3.634 4.047 -7.190 0.047 0.021 0.044
Be -0.943 4.293 1.445 0.491 1.038 0.967
```
Positions in Å, forces in eV/Å.

---

C17H26N2O2S | ωB97M-V with the def2-TZVPD basis set

The value obtained for the HOMO-LUMO gap is 9.31 eV. Its relative energy (zero: lowest compared OMol25 entry of this formula, charge and spin) is 80.6 kJ/mol. The SMILES is CNC(=O)[C@H](CCSC)NC(C)=O.c1ccc2c(c1)CCC2. For the HOMO energy, the calculation gives -8.83 eV. As for the spin multiplicity: 1.

Geometry as XYZ:
```
48
Properties=species:S:1:pos:R:3:forces:R:3
O 1.933 -4.120 -4.108 -0.063 0.460 0.103
O 1.972 -0.325 -4.238 -0.106 -0.301 0.704
S -0.500 -1.684 0.122 -0.068 -0.119 -0.051
C 0.847 -4.255 -3.564 1.182 -1.020 -0.670
C 1.093 -1.178 -4.277 1.077 0.428 0.338
C 0.720 3.172 2.212 -0.238 0.099 0.404
C 0.669 4.562 2.387 -0.227 -0.205 0.375
C 0.079 2.326 3.127 0.087 0.478 -0.034
C -0.021 5.108 3.477 0.080 -0.451 -0.119
C -0.611 2.881 4.206 0.480 -0.199 -0.765
C -0.659 4.254 4.382 0.447 0.390 -0.705
N 0.562 -1.455 -5.476 -1.211 -0.645 -0.643
N 0.141 -3.245 -3.054 -0.690 1.288 0.151
C -0.199 0.101 0.224 0.202 -0.198 -0.240
C 0.233 -5.630 -3.441 -0.003 0.088 0.000
C -0.607 -2.268 -5.810 0.485 -0.012 0.258
C 1.120 -2.266 -0.465 0.221 0.227 -0.435
C -1.353 2.169 5.290 -0.174 -0.121 0.091
C -1.437 4.608 5.608 -0.206 0.118 0.112
C -2.163 3.297 5.946 -0.304 -0.045 0.418
C 1.606 -1.691 -1.805 -0.195 0.262 -0.128
C 0.595 -1.844 -2.964 0.152 -0.361 0.118
H 1.263 2.755 1.370 -0.069 0.041 0.073
H 1.168 5.217 1.679 -0.070 -0.092 0.078
H 0.118 1.248 3.007 0.010 0.056 -0.036
H -0.059 6.183 3.621 0.006 -0.064 -0.042
H 1.027 -0.985 -6.237 0.021 0.059 0.183
H -0.734 -3.473 -2.611 0.000 0.131 0.045
H 0.677 0.289 0.845 -0.026 0.046 0.011
H -1.067 0.590 0.667 0.039 -0.170 -0.016
H -0.031 0.510 -0.772 -0.012 0.103 0.068
H -0.735 -5.644 -3.937 -0.163 -0.134 0.074
H 0.116 -5.880 -2.388 -0.164 -0.120 0.044
H 0.896 -6.355 -3.913 -0.089 0.151 0.063
H -1.391 -2.135 -5.063 0.007 -0.051 -0.098
H -0.323 -3.320 -5.865 -0.196 -0.075 -0.022
H -0.995 -1.962 -6.782 0.072 0.057 0.132
H 1.083 -3.353 -0.544 -0.285 0.000 0.213
H 1.863 -2.023 0.295 0.013 -0.045 0.038
H -2.004 1.383 4.894 0.177 -0.030 0.151
H -0.651 1.725 6.002 -0.062 -0.103 -0.053
H -0.756 4.899 6.414 -0.075 0.106 -0.015
H -2.143 5.424 5.425 0.175 0.003 0.158
H -3.169 3.318 5.515 0.099 -0.003 0.097
H -2.255 3.152 7.027 -0.141 0.021 -0.169
H 2.539 -2.188 -2.075 0.010 0.040 -0.037
H 1.827 -0.633 -1.663 0.075 -0.026 -0.245
H -0.282 -1.261 -2.686 -0.280 -0.057 0.023
```
Positions in Å, forces in eV/Å.

---

C49H56BN9O2RbS3Sb | ωB97M-V with the def2-TZVPD basis set

The value obtained for the HOMO-LUMO gap (spin up / spin down) is 6.70 / 5.44 eV. The total charge is -2. Its relative energy (zero: lowest compared OMol25 entry of this formula, charge and spin) is 0.0 kJ/mol. For the HOMO energy (spin up / spin down), the calculation gives -3.86 / -3.86 eV. As for the spin multiplicity: 1.

Geometry as XYZ:
```
122
Properties=species:S:1:pos:R:3:forces:R:3
Rb -0.712 -1.038 -1.198 0.237 -0.018 -0.029
B -3.672 4.897 4.355 0.586 -0.801 -0.798
N -3.773 3.865 3.149 -0.343 2.411 1.143
C -3.616 4.160 1.856 -0.309 -1.814 -0.661
C -3.596 2.917 1.224 1.156 0.546 -3.044
C -3.698 1.989 2.213 -0.362 -0.561 0.093
N -3.858 2.583 3.369 0.320 -1.128 1.605
N -4.916 4.662 5.242 -0.221 -0.189 -1.849
C -6.086 4.092 4.882 -0.013 -0.076 0.685
C -6.959 4.320 5.965 0.392 -1.291 -1.538
C -6.195 4.986 6.896 -0.493 0.095 0.787
N -5.005 5.218 6.403 1.835 1.267 2.152
H -2.599 4.628 4.910 -0.678 0.372 0.137
H -3.671 5.976 3.804 -0.050 0.220 0.241
H -3.662 5.122 1.417 0.233 0.789 0.138
H -3.345 2.651 0.173 -0.481 0.613 0.832
H -3.647 0.936 2.124 -0.105 -0.851 0.053
H -6.081 3.468 3.989 -0.517 0.372 0.331
H -7.882 3.830 6.106 -1.018 -0.188 0.077
H -6.408 5.190 7.941 -0.090 0.310 -0.311
N -1.923 -4.820 -0.239 1.907 -2.196 -1.880
S -0.872 -5.734 -1.203 -0.950 2.378 2.587
N 4.003 -3.047 2.420 -0.704 0.257 -1.116
S 3.677 -1.630 2.590 1.050 -1.543 1.873
N 2.326 -1.004 3.137 1.830 -0.448 0.890
S 0.929 -0.797 2.550 -2.232 2.879 -2.418
N 0.623 -0.246 1.192 0.458 -1.343 1.351
C 0.101 -2.311 2.865 -1.397 -2.244 0.567
C -1.298 -2.286 3.080 0.274 0.099 -0.753
C -2.119 -3.404 2.916 3.378 -0.543 0.405
C -1.453 -4.657 2.714 -1.993 1.419 0.118
C -0.092 -4.715 2.594 0.785 0.036 0.176
C 0.706 -3.577 2.696 -0.511 1.387 -0.233
C 0.327 0.424 3.820 -0.750 0.340 -0.421
C -0.396 1.563 3.313 1.140 -2.151 0.721
C -0.769 2.596 4.135 0.134 0.297 0.663
C -0.503 2.484 5.526 0.535 -0.699 -0.384
C 0.172 1.339 6.035 -0.651 0.523 -2.005
C 0.600 0.301 5.177 -1.968 3.446 -1.120
C 4.164 -0.474 1.354 -0.201 0.383 -1.923
C 3.613 0.788 1.157 -0.654 0.156 1.555
C 4.008 1.582 0.105 0.899 -0.747 -0.957
C 4.966 1.075 -0.826 -1.260 0.260 0.378
C 5.440 -0.213 -0.685 0.153 -0.276 -1.008
C 4.979 -0.982 0.363 0.638 0.569 0.699
C 4.745 -1.057 3.936 -0.734 0.670 1.618
C 5.802 -1.834 4.415 -0.271 1.400 0.480
C 6.591 -1.336 5.496 -0.782 -0.151 -1.744
C 6.292 -0.105 6.046 0.526 1.073 -0.164
C 5.233 0.654 5.574 -1.002 0.327 0.462
C 4.375 0.099 4.632 1.567 0.533 -0.344
C 0.243 -7.005 -0.321 -0.431 1.637 -1.526
C -0.134 -7.868 0.644 0.917 -0.890 0.260
C 0.743 -8.796 1.191 1.310 -0.989 0.456
C 2.083 -8.859 0.720 -2.228 2.712 -2.709
C 2.418 -8.011 -0.383 -0.318 0.059 1.691
C 1.529 -7.052 -0.876 1.082 -0.962 0.963
C 0.432 -4.539 -1.693 0.551 0.595 -0.181
C 1.415 -3.967 -0.863 0.026 0.728 -0.745
C 2.323 -3.025 -1.403 -2.322 -1.605 -2.458
C 2.260 -2.641 -2.770 -0.982 -0.869 1.318
C 1.215 -3.138 -3.549 0.462 -0.009 -0.661
C 0.353 -4.102 -3.012 -0.848 -0.130 -0.286
H -1.728 -1.323 3.296 -0.305 0.287 -0.046
H -3.157 -3.270 3.004 -1.201 -0.244 0.116
H -2.094 -5.520 2.645 0.170 -0.368 -0.199
H 0.426 -5.647 2.395 -0.194 -0.135 0.145
H 1.775 -3.649 2.578 0.355 0.000 -0.020
H -0.680 1.553 2.283 0.165 0.055 -0.600
H -1.254 3.464 3.634 0.260 -0.693 1.005
H -0.815 3.291 6.178 0.000 -0.114 0.061
H 0.404 1.169 7.057 -0.070 0.423 0.955
H 1.104 -0.454 5.625 1.574 -2.543 0.801
H 2.830 1.097 1.879 0.626 0.089 -0.768
H 3.496 2.518 -0.031 0.133 0.321 -0.203
H 5.202 1.553 -1.764 0.053 0.655 0.126
H 6.074 -0.661 -1.491 -0.508 0.450 0.940
H 5.336 -1.953 0.511 0.388 -1.578 0.035
H 5.918 -2.765 3.905 0.545 -0.591 -0.145
H 7.547 -1.774 5.689 0.214 -0.624 0.517
H 6.959 0.416 6.727 0.147 -0.494 0.168
H 5.025 1.696 5.941 0.252 -1.271 -0.163
H 3.543 0.685 4.342 -0.819 0.231 -0.432
H -2.518 -1.236 -6.158 0.140 0.551 -1.000
H 0.572 -9.552 1.977 -0.737 0.799 -0.270
H 2.846 -9.453 1.100 0.822 -1.238 0.927
H 3.456 -7.920 -0.664 0.107 -0.259 -0.295
H 1.987 -6.286 -1.502 -0.732 -0.341 -0.161
H 1.463 -4.184 0.181 0.154 -0.294 0.498
H 3.120 -2.690 -0.866 1.813 0.992 1.917
H 2.982 -1.946 -3.162 0.048 0.167 -0.120
H 1.128 -2.789 -4.599 -0.231 -0.386 0.959
H -0.500 -4.502 -3.574 0.530 0.264 -0.242
O -3.031 -1.253 -7.005 -1.784 -10.657 7.841
O 4.058 4.416 -8.260 -0.332 -0.947 -1.120
H 3.541 4.069 -7.530 -0.097 0.073 0.391
H 3.815 3.787 -8.982 0.405 0.870 0.747
C -4.414 1.998 -6.401 -0.905 -2.125 0.792
C -3.981 2.244 -7.834 -0.202 2.568 0.450
Sb -2.106 3.395 -8.151 -0.089 -0.309 0.018
C -0.959 2.375 -6.645 -1.110 1.786 2.282
C 0.344 3.106 -6.191 -0.352 1.760 1.460
C -2.416 4.946 -6.680 -0.048 0.089 -0.393
C -3.386 6.084 -6.913 -0.100 0.801 -2.926
H -4.531 2.841 -5.700 0.453 0.032 -0.659
H -3.701 1.254 -5.961 -0.762 0.615 0.023
H -5.460 1.493 -6.369 1.628 0.613 -0.169
H -4.701 2.958 -8.274 0.110 -0.412 -0.228
H -3.957 1.369 -8.444 0.012 -0.686 -0.304
H -0.689 1.393 -6.918 0.096 -1.222 -0.249
H -1.763 2.314 -5.776 1.951 -0.048 -1.558
H 1.145 2.931 -6.914 0.066 -0.114 0.294
H 0.633 2.850 -5.142 0.042 -0.824 -1.026
H 0.332 4.254 -5.978 -0.594 -1.616 -1.127
H -1.423 5.370 -6.498 -0.145 -0.149 -0.058
H -2.677 4.383 -5.799 -0.164 -0.130 0.484
H -3.526 6.630 -6.015 -0.055 0.884 0.773
H -4.392 5.868 -7.307 0.175 -0.732 0.478
H -3.050 6.777 -7.782 0.004 -0.801 1.654
N -0.944 -0.936 -4.973 1.511 1.166 0.773
C -0.010 -0.308 -4.592 -1.761 -1.140 -0.529
H -2.942 -0.603 -7.491 1.839 10.102 -6.861
```
Positions in Å, forces in eV/Å.

---

C3H12Si4 | ωB97M-V with the def2-TZVPD basis set

The value obtained for the HOMO-LUMO gap (spin up / spin down) is 6.06 / 6.06 eV. Its relative energy (zero: lowest compared OMol25 entry of this formula, charge and spin) is 373.9 kJ/mol. For the HOMO energy (spin up / spin down), the calculation gives -6.58 / -6.58 eV. As for the spin multiplicity: 1.

Geometry as XYZ:
```
19
Properties=species:S:1:pos:R:3:forces:R:3
C 0.869 0.832 0.070 -0.557 -0.953 0.920
C 0.962 -0.490 -0.128 -0.862 1.316 0.835
C -0.201 0.056 0.639 -0.018 -0.257 -2.505
Si 1.727 2.440 -0.124 0.090 0.487 -0.775
Si 2.075 -1.901 -0.511 0.053 0.760 -1.131
Si -2.477 -0.188 -1.480 1.257 -1.252 3.229
Si -1.095 -0.441 2.126 1.403 -1.197 0.263
H 2.422 3.101 0.947 0.310 -0.284 1.057
H 0.956 3.584 -0.614 -0.571 -0.197 -0.319
H 2.685 1.998 -1.094 0.781 0.100 -0.700
H 1.527 -3.182 -0.423 -1.102 -1.438 0.362
H 3.126 -1.859 0.452 0.939 0.225 0.515
H 2.459 -1.828 -1.928 0.360 0.311 -0.026
H -1.391 -0.394 -2.445 -0.250 0.261 -0.763
H -3.850 0.318 -1.603 0.051 0.430 -0.701
H -2.726 -1.550 -0.829 0.124 0.484 -0.544
H -0.292 -1.198 3.145 0.249 -0.152 -0.453
H -2.214 -1.212 1.823 -1.363 -1.077 -0.472
H -1.457 0.619 2.902 -0.892 2.436 1.209
```
Positions in Å, forces in eV/Å.

---

Number 1: molar mass 119.17 u. Number 2: molar mass 146.21 u. Number 3: molar mass 703.68 u. Number 4: molar mass 322.47 u. Number 5: molar mass 1117.29 u. Number 6: molar mass 160.47 u.